Molecular formula: C30H31Br4NO4PSc
Method: DFT, wB97M-V/def2-TZVPD

The geometry in XYZ format:
```
72
Properties=species:S:1:pos:R:3:forces:R:3:mulliken_charge:R:1
Sc 1.4338 -0.5688 -0.1130 -1.336 1.568 0.138 0.3027
Br 6.2987 -0.3967 4.7911 -0.046 0.010 -0.052 -0.1755
C 4.7258 -0.7718 3.8186 -0.171 -0.007 -0.192 0.2270
C 3.7556 -1.6225 4.3413 -0.115 0.058 -0.211 0.2877
Br 3.9723 -2.4133 6.0400 -0.013 0.004 -0.044 -0.1799
C 2.5949 -1.8875 3.5910 0.121 -0.016 0.093 -0.1610
Br 1.2250 -3.0373 4.2007 0.048 0.010 0.061 -0.1302
C 2.4069 -1.3182 2.3440 -0.433 -0.203 -0.147 0.1283
O 1.3157 -1.5227 1.5748 0.741 -0.320 1.299 -0.3527
C 3.3816 -0.4416 1.8173 0.042 0.376 -0.316 0.4100
O 3.1073 0.1145 0.6267 0.783 -0.256 1.126 -0.6808
C 4.5286 -0.1849 2.5551 -0.021 -0.011 0.124 -0.1159
Br 5.7590 1.0099 1.7761 0.066 0.003 0.064 -0.1530
C 0.4630 -0.9745 -5.1908 0.004 -0.044 -0.109 -0.4688
C -0.1341 0.2805 -5.2775 0.003 -0.092 0.020 -0.8465
C 0.0878 1.2114 -4.2814 -0.034 0.137 -0.023 -0.7664
C 0.8907 0.9146 -3.1768 -0.151 0.450 0.161 0.4772
C 1.4641 -0.3432 -3.1245 0.213 -0.093 0.391 0.5819
C 1.2705 -1.2842 -4.1124 -0.010 -0.244 -0.320 -0.3236
C 1.0840 1.9589 -2.1221 -0.028 -0.243 -0.178 0.3910
C 1.2528 3.2968 -2.5438 0.003 0.039 -0.234 -0.8565
C 1.3598 4.2823 -1.6168 0.067 0.258 0.057 -1.1627
C 1.2962 3.9658 -0.2425 0.022 0.208 -0.026 1.0909
C 1.3945 4.9493 0.7741 0.000 0.079 -0.087 -0.8734
C 1.3367 4.5915 2.0867 -0.020 -0.049 0.141 -0.7476
C 1.1782 3.2287 2.4394 0.068 0.245 0.139 -0.9067
C 1.0939 2.2685 1.4804 -0.032 0.080 -0.264 0.3674
C 1.1485 2.6148 0.1082 0.016 -0.297 -0.074 -0.2764
N 1.0572 1.6260 -0.8477 -0.044 0.209 0.233 0.9023
H 0.3022 -1.7116 -5.9701 0.003 0.072 0.069 0.4105
H -0.7738 0.5277 -6.1148 0.022 -0.016 0.021 0.4265
H -0.3877 2.1845 -4.3393 0.014 -0.066 0.003 0.5154
H 1.7494 -2.2492 -4.0082 -0.048 0.045 0.004 0.5146
H 1.3254 3.5109 -3.6035 -0.020 -0.014 0.122 0.6253
H 1.5104 5.3155 -1.9214 -0.035 -0.131 0.057 0.4241
H 1.5185 5.9888 0.4852 -0.012 -0.101 0.015 0.4089
H 1.4141 5.3446 2.8643 -0.006 -0.100 -0.087 0.3999
H 1.1411 2.9427 3.4845 -0.004 0.036 -0.068 0.5199
H 0.9888 1.2410 1.7768 -0.035 -0.259 0.036 0.1075
C -2.4616 1.0138 -1.3118 -0.068 -0.087 -0.060 -1.3026
C -2.8197 0.0485 -0.1717 -0.107 0.031 -0.188 0.4206
C -4.1355 -0.6714 -0.4937 -0.053 0.129 -0.051 -1.7101
P -1.3749 -1.0065 0.3246 -0.109 0.134 -0.068 1.0592
C -1.7032 -1.3868 2.1063 -0.102 0.052 0.095 0.5971
C -3.1550 -1.6836 2.4886 -0.056 -0.019 0.152 -1.8258
C -1.1872 -0.2590 3.0049 -0.103 0.095 0.044 -1.0167
C -1.4445 -2.6269 -0.5704 -0.030 -0.018 -0.049 0.7863
C -2.5045 -3.6550 -0.1828 -0.078 -0.122 -0.055 -1.6078
C -1.4162 -2.4055 -2.0880 -0.069 -0.021 0.007 -1.2593
H -3.3048 1.6853 -1.5172 0.105 -0.111 0.041 0.5491
H -2.2393 0.4703 -2.2376 -0.009 0.054 0.098 0.2498
H -1.5947 1.6267 -1.0650 0.015 -0.018 0.022 0.1113
H -2.9751 0.6538 0.7267 -0.032 0.054 0.059 0.6145
H -4.0575 -1.2490 -1.4164 0.027 0.034 0.028 0.2670
H -4.9240 0.0737 -0.6477 0.065 -0.053 0.007 0.5051
H -4.4667 -1.3405 0.2966 0.033 0.050 -0.038 0.2623
H -1.0817 -2.2609 2.3022 0.065 -0.118 -0.007 0.4180
H -3.7734 -0.7831 2.4070 0.054 -0.098 0.005 0.3295
H -3.1823 -1.9952 3.5387 -0.012 0.034 -0.100 0.4759
H -3.6200 -2.4729 1.8996 0.066 0.044 0.037 0.3244
H -1.7077 0.6851 2.7972 0.072 -0.074 0.020 0.2709
H -0.1176 -0.1125 2.8906 0.023 -0.021 -0.027 -0.2911
H -1.3666 -0.5099 4.0558 -0.030 0.009 -0.117 0.4836
H -0.4774 -3.0490 -0.2869 0.154 -0.086 0.010 0.2784
H -3.5189 -3.2838 -0.3424 0.089 -0.060 0.011 0.2223
H -2.4083 -3.9757 0.8561 0.005 0.050 -0.067 0.3321
H -2.3784 -4.5437 -0.8123 -0.014 0.072 0.087 0.4776
H -2.4103 -2.1657 -2.4688 -0.016 0.010 0.004 0.1985
H -1.0804 -3.3159 -2.5938 -0.032 0.063 0.063 0.4951
H -0.7389 -1.6048 -2.3878 -0.043 -0.037 0.064 -0.0598
O 2.2794 -0.6454 -2.0503 0.111 -0.371 -0.528 -0.3794
O 1.8097 -1.8959 -1.4199 0.458 -0.928 -1.440 -0.6176
```
Positions in Å, forces in eV/Å.

Total energy (eV): -351455.3502
Total charge: 0
HOMO energy (eV): -7.4
LUMO energy (eV): -0.793
Energy relative to the best compared isomer or geometry (same formula, charge and spin) (kcal/mol): 1.2

=====

Molecular formula: C33H50N8O3S
Method: DFT, wB97M-V/def2-TZVPD

The geometry in XYZ format:
```
95
Properties=species:S:1:pos:R:3:forces:R:3:mulliken_charge:R:1
C 1.3480 -4.9953 0.9094 7.217 7.292 -0.204 -0.3056
C 2.4498 -4.0938 1.0184 -7.411 -5.188 -1.390 -0.0893
C 3.7165 -3.0035 0.9547 -0.519 -0.993 0.618 -0.2874
C 3.5797 -2.2262 -0.4809 -2.111 -1.730 -1.600 -0.5696
O 4.7397 -1.5470 -1.0784 -0.762 0.248 -2.560 -0.4700
C 4.2874 -1.1894 -2.4643 1.682 -0.768 -3.294 0.2757
O 5.0056 -1.2533 -3.6063 -4.499 0.432 8.209 -0.5859
C 2.6818 -0.7584 -2.2794 0.572 0.527 -0.483 -0.1226
C 1.7234 -1.3774 -3.5017 1.214 -0.443 -0.026 -0.6055
C 0.1163 -1.2400 -3.2009 0.391 1.807 0.315 0.4012
S -0.7608 -2.8668 -2.8673 -0.290 0.098 2.044 -0.1766
C -1.4636 -2.9539 -1.1343 -4.755 -0.498 6.420 0.1668
N -2.8962 -3.3168 -0.6891 4.445 1.274 0.718 0.0403
N -3.0229 -3.3097 0.7139 5.004 1.117 0.092 -0.5035
C -1.7162 -2.9499 1.3854 -3.549 -1.118 -7.519 -0.0679
O -0.8682 -2.7586 0.1984 0.468 0.080 0.221 0.0141
C 2.2392 -1.2850 -0.7673 0.717 -1.309 -0.610 1.5650
C 1.8194 -0.1823 0.3706 -0.041 -0.056 0.068 -0.7373
C 1.2280 1.2314 -0.2113 -0.003 1.199 0.481 -0.3380
C 0.0035 1.8403 0.7358 0.489 -1.026 0.663 -0.8155
C -1.4653 1.1931 0.3936 -0.255 0.148 -0.414 0.2720
C -2.0452 1.5441 -1.1011 -0.586 0.009 -0.019 -0.5296
C -3.5517 0.8572 -1.2333 0.919 0.885 0.095 -0.2172
C -4.2168 1.1544 -2.7159 -0.733 -0.507 0.148 -0.8744
C -4.3406 -0.2266 -3.6514 -0.288 0.361 0.620 -0.0420
C -5.5865 -1.1872 -3.1103 -0.284 -0.325 -1.019 -0.5460
C -5.1438 -2.7817 -3.0018 -0.055 0.092 0.168 -0.5454
H 0.2870 -5.4116 0.5538 3.057 0.950 1.283 0.1315
H 4.6875 -3.6596 1.0502 -1.853 1.437 -0.515 0.3708
H 3.6881 -2.3041 1.9022 -0.176 -1.364 -2.019 0.2730
H 3.3813 -3.1152 -1.2404 0.327 1.448 1.712 0.4088
H 2.7823 0.4256 -2.3834 -0.560 -2.498 0.381 0.3156
H 2.0582 -2.5091 -3.5990 -0.966 2.220 0.159 0.2522
H 2.0337 -0.8651 -4.5314 -0.835 -1.017 2.341 0.3078
H -0.4474 -0.7249 -4.1127 1.184 -1.243 2.007 0.5068
H -0.0327 -0.5657 -2.2551 0.162 -1.244 -1.856 -0.8230
H -1.4005 -2.8656 2.5092 -0.394 -0.095 -2.801 0.3104
H 1.4147 -2.1372 -0.9024 1.482 2.218 0.392 -0.5442
H 2.7636 0.0751 1.0377 -1.938 -0.589 -1.367 0.2489
H 1.0010 -0.6753 1.0783 1.776 0.948 -1.558 0.1558
H 2.1004 2.0442 -0.1748 -1.806 -1.815 -0.243 0.2990
H 0.8470 1.1968 -1.3173 0.764 -0.162 2.057 0.2642
H 0.2751 1.5078 1.8452 -0.570 0.825 -2.185 0.2604
H 0.0207 3.0199 0.7333 -0.271 -2.408 -0.260 0.2118
H -2.2554 1.6015 1.1820 1.664 -0.848 -1.658 0.3887
H -1.4673 0.0038 0.4877 0.257 2.485 -0.041 -0.4517
H -2.0850 2.7232 -1.2610 -0.053 -2.675 0.399 0.3054
H -1.4145 1.1031 -1.9888 -0.893 0.728 1.816 0.2481
H -3.4056 -0.2839 -1.0073 -0.523 2.008 -0.553 0.0248
H -4.1954 1.3401 -0.3732 1.117 -1.060 -1.771 0.2976
H -3.6031 2.0115 -3.2753 -1.432 -1.882 1.258 0.3059
H -5.3389 1.5039 -2.5062 2.513 -0.459 -0.711 0.3170
H -3.3118 -0.8133 -3.5470 -2.156 1.158 -0.436 -0.1914
H -4.5858 0.0389 -4.7893 0.876 -0.492 2.522 0.3337
H -6.4516 -1.1522 -3.9294 1.828 0.136 1.796 0.3348
H -6.0659 -0.7627 -2.1248 1.197 -0.943 -1.796 0.3008
H -5.7934 -3.4540 -3.7278 1.408 1.451 1.438 0.3007
H -3.9981 -2.8826 -3.2883 -2.480 0.072 0.636 0.0095
H -5.2917 -3.1928 -1.9119 0.417 0.840 -2.211 0.1481
C -2.3052 5.1419 2.5223 -0.109 -0.349 -1.288 -0.4753
C -2.7248 4.7370 1.1187 -2.292 -2.196 -7.615 0.3752
N -3.0728 4.4011 -0.0459 2.727 2.821 9.348 -0.5394
H -1.2157 5.1093 2.6098 -0.109 -0.109 -0.140 -0.0042
H -2.6492 6.1576 2.7359 -0.027 -0.284 -0.175 0.4100
H -2.7419 4.4568 3.2542 0.056 0.125 -0.320 0.1612
C 5.8710 -5.0241 -3.2216 -0.520 -0.824 0.783 -0.6545
C 5.2331 -6.0422 -2.2906 -3.497 -5.584 5.100 0.3677
N 4.7037 -6.8868 -1.5182 4.225 6.768 -6.178 -0.4548
H 5.1723 -4.7599 -4.0202 0.057 -0.085 0.186 0.2344
H 6.1320 -4.1207 -2.6636 -0.099 -0.147 -0.027 0.1925
H 6.7783 -5.4426 -3.6662 -0.182 -0.023 0.136 0.3295
C 2.2710 6.3125 2.6685 -1.039 -1.108 0.735 -0.8824
C 1.6331 5.2945 3.5995 -3.556 -5.450 5.016 0.4606
N 1.1037 4.4498 4.3719 4.167 6.675 -6.085 -0.5469
H 1.5723 6.5767 1.8699 -0.035 -0.106 0.180 0.3414
H 2.5320 7.2159 3.2265 -0.078 -0.263 -0.061 0.3269
H 3.1783 5.8941 2.2240 -0.679 -0.018 0.202 0.3344
C -3.4105 5.6695 6.6045 -0.557 0.082 -1.106 -0.7337
C -4.1015 5.7795 5.2552 -3.932 0.657 -7.278 0.4818
N -4.6748 5.8707 4.1358 4.451 -0.675 9.155 -0.4879
H -3.4202 6.6399 7.1085 -0.062 -0.124 -0.188 0.2795
H -3.9289 4.9380 7.2304 0.012 0.110 -0.205 0.2733
H -2.3737 5.3498 6.4675 -0.171 0.039 -0.097 0.2471
C 5.8263 6.3065 4.6832 -0.441 0.215 -1.144 -0.7746
C 5.3165 6.5797 3.2776 -2.385 1.589 -7.729 0.5001
N 4.8935 6.8063 2.1114 4.201 -1.610 9.370 -0.5652
H 5.1957 5.5572 5.1695 0.023 0.107 -0.175 0.2655
H 6.8536 5.9343 4.6414 -0.188 0.076 -0.127 0.2976
H 5.8048 7.2271 5.2730 -0.040 -0.098 -0.208 0.2749
C -1.3737 -8.3454 -0.9202 0.304 0.141 1.183 -0.6556
C -1.0238 -8.1521 0.5462 1.907 1.052 8.033 0.3911
N -0.7333 -7.9916 1.7629 -2.334 -1.238 -9.758 -0.4554
H -1.6815 -7.3922 -1.3588 0.045 -0.104 0.175 0.1908
H -0.5039 -8.7234 -1.4644 -0.077 0.072 0.204 0.2672
H -2.1933 -9.0628 -1.0164 0.137 0.131 0.137 0.2998
```
Positions in Å, forces in eV/Å.

Total energy (eV): -63906.0041
Total charge: 0
HOMO energy (eV): -9.0
LUMO energy (eV): -0.259
SMILES string: C#CC[C@@H]1OC(=O)[C@@H](CCSc2nnco2)[C@@H]1CCCCCCCCCC.CC#N.CC#N.CC#N.CC#N.CC#N.CC#N

=====

Molecular formula: CHCl3OSi
Method: DFT, wB97M-V/def2-TZVPD

The geometry in XYZ format:
```
7
Properties=species:S:1:pos:R:3:forces:R:3:mulliken_charge:R:1
C 0.0811 0.5821 0.0732 -0.109 -0.386 -0.292 0.1316
O -0.8954 0.9483 -0.4946 -0.182 -0.011 -0.086 -0.3187
Si -2.5800 2.8074 0.4576 0.658 0.688 -0.100 0.3474
Cl -4.1993 1.8974 -0.3901 -0.611 -0.412 -0.354 -0.1911
Cl 0.9839 1.5751 1.1430 0.343 0.295 0.328 -0.0905
Cl -2.3890 1.7125 2.2087 -0.068 -0.260 0.522 -0.2144
H 0.5144 -0.4217 -0.0205 -0.031 0.086 -0.018 0.3357
```
Positions in Å, forces in eV/Å.

Total energy (eV): -48547.2248
Total charge: 0
HOMO energy (eV): -9.2
LUMO energy (eV): -0.135
Energy relative to the best compared isomer or geometry (same formula, charge and spin) (kcal/mol): 41.4